# C16H29Cl2N5O4SV

A molecular structure, C16H29Cl2N5O4SV in a non-equilibrium geometry (ωB97M-V/def2-TZVPD, OMol25).

Properties
multiplicity	2
net charge	0
Kohn-Sham gap (alpha / beta)	6.04 / 6.08	eV

Each line ends with the natural charge from an NBO analysis.
Atoms and positions in Å:
V1 -0.5529 1.1434 0.6188  0.593
N1 -1.7761 2.4459 3.3701  -0.821
C1 -1.2470 1.7371 2.3554  -0.116
C2 0.0003 -1.4046 1.8908  0.115
N2 -0.2155 -2.7334 1.9987  -0.433
C3 -1.5511 -3.2867 2.2126  -0.219
C4 -2.5438 -2.9939 1.0652  -0.240
N3 -1.8868 -2.8662 -0.2357  -0.850
C5 0.7657 -3.5196 1.2610  -0.232
C6 1.9877 -2.6261 1.3365  -0.234
N4 1.3525 -1.2704 1.2474  -0.593
H1 -1.1785 2.6554 4.1610  0.406
H2 -2.3468 3.2286 3.0653  0.402
H3 0.1171 -0.1299 4.4163  -0.608
H4 0.6049 0.6507 2.6989  0.143
H5 -2.1199 -0.2085 1.8852  -0.174
H6 -1.4459 -0.6936 3.6191  0.042
H7 -1.9380 -2.8574 3.1329  0.237
H8 -1.4343 -4.3588 2.3676  0.204
H9 -3.0474 -2.0541 1.2799  0.223
H10 -3.3055 -3.7815 1.0741  0.182
H11 -2.5005 -2.4009 -0.8925  0.380
H12 -1.6862 -3.7809 -0.6246  0.350
H13 0.4511 -3.6863 0.2282  0.212
H14 0.9407 -4.4769 1.7516  0.224
H15 2.7121 -2.7450 0.5367  0.240
H16 2.4751 -2.7157 2.3039  0.229
H17 1.2753 -0.9545 0.2803  0.476
H18 1.9237 -0.5342 1.6903  0.473
C7 -0.7653 0.4683 -6.3586  -0.630
C8 -0.0459 0.7663 -5.0725  0.008
C9 -0.2297 -0.0329 -3.9465  -0.204
C10 0.4054 0.2648 -2.7549  -0.193
C11 1.2382 1.3705 -2.6721  -0.292
C12 1.4438 2.1716 -3.7849  -0.185
C13 0.8034 1.8638 -4.9754  -0.219
S1 2.0324 1.7803 -1.1397  2.348
O1 2.8899 2.8953 -1.4259  -0.941
O2 2.6046 0.5468 -0.6174  -1.007
N5 0.9003 2.1626 -0.0954  -0.975
C14 -0.0720 3.2945 -0.2281  -0.371
C15 -1.6071 2.8110 -0.2549  0.714
O3 -2.5126 3.4990 0.1563  -0.621
O4 -1.7152 1.6384 -0.8609  -0.727
H19 -1.2276 -0.5176 -6.3350  0.214
H20 -0.0841 0.5077 -7.2092  0.221
H21 -1.5530 1.2028 -6.5365  0.227
H22 -0.8827 -0.8953 -4.0046  0.209
H23 0.2357 -0.3664 -1.8889  0.205
H24 2.1105 3.0194 -3.7094  0.245
H25 0.9684 2.4886 -5.8453  0.214
H26 0.0975 3.7426 -1.2105  0.247
H27 0.0877 4.0236 0.5605  0.229
Cl1 -0.7153 0.1164 2.5686  0.617
C16 2.9829 1.3375 4.5752  -0.391
Cl2 2.5548 1.8898 3.0234  0.039
H28 4.0336 1.2978 4.8067  0.185
H29 2.1914 0.8706 5.1407  0.222

Forces on atoms 1 to 3 (eV/Å):
-2.04 -1.57 2.73
-0.58 0.67 -0.63
0.65 0.33 0.26

=====

# C16H29Cl6NO12

7 unconnected molecules or ions with the total composition C16H29Cl6NO12 in a non-equilibrium geometry (ωB97M-V/def2-TZVPD, OMol25).

Properties
multiplicity	1
SMILES	COC(=O)OC.COC(=O)OC.COC(=O)OC.COC(=O)OC.ClC(Cl)Cl.ClC(Cl)Cl.CC#N
net charge	0
Kohn-Sham gap	10.97	eV

Each line ends with the natural charge from an NBO analysis.
Atoms and positions in Å:
C1 -1.8809 4.5362 -3.4669  -0.264
O1 -0.9291 4.2778 -2.4298  -0.506
C2 -1.3072 4.5002 -1.1857  0.985
O2 -2.3846 4.8969 -0.8333  -0.644
O3 -0.3010 4.1628 -0.3909  -0.496
C3 -0.6445 4.0010 0.9842  -0.254
H1 -1.7113 5.5644 -3.7897  0.191
H2 -2.8902 4.4519 -3.0713  0.214
H3 -1.7204 3.8854 -4.3204  0.192
H4 -1.0348 4.9402 1.3797  0.195
H5 0.2504 3.7684 1.5519  0.203
H6 -1.4003 3.2233 1.0622  0.186
C4 5.1518 0.4714 -3.5138  -0.256
O4 3.7303 0.4006 -3.7401  -0.509
C5 3.0394 1.5012 -3.5291  0.981
O5 3.4511 2.4874 -2.9728  -0.640
O6 1.7977 1.3130 -3.9451  -0.507
C6 0.8450 2.3226 -3.6968  -0.265
H7 5.2783 0.8488 -2.4985  0.202
H8 5.5509 1.2310 -4.1824  0.195
H9 5.5671 -0.5186 -3.6356  0.202
H10 0.9519 2.6923 -2.6803  0.221
H11 -0.1975 1.9976 -3.7143  0.191
H12 0.8554 3.0742 -4.4880  0.183
C7 2.4035 -1.8093 3.5272  -0.258
O7 1.3931 -0.9965 4.1303  -0.496
C8 0.5444 -0.3799 3.3268  0.985
O8 0.5704 -0.4420 2.1265  -0.667
O9 -0.2552 0.3500 4.0676  -0.493
C9 -1.3824 0.9733 3.4516  -0.263
H13 2.8021 -2.4506 4.3046  0.202
H14 3.1755 -1.2077 3.0528  0.185
H15 1.9251 -2.4436 2.7819  0.210
H16 -1.1662 1.1874 2.4096  0.207
H17 -1.6604 1.8350 4.0496  0.199
H18 -2.2105 0.2654 3.5306  0.187
C10 -0.5479 -3.7339 1.6541  -0.267
O10 -0.7748 -4.8749 2.4640  -0.496
C11 0.2674 -5.4013 3.0962  0.984
O11 1.4057 -5.0327 3.0276  -0.650
O12 -0.1824 -6.3983 3.8388  -0.494
C12 0.7664 -6.9428 4.7645  -0.258
H19 -1.4633 -3.5339 1.1073  0.195
H20 0.2814 -3.8824 0.9598  0.214
H21 -0.3199 -2.8632 2.2716  0.184
H22 1.0472 -6.1911 5.5050  0.185
H23 1.6455 -7.2186 4.1862  0.202
H24 0.3023 -7.7520 5.3167  0.198
Cl1 -4.6247 3.4827 1.3124  0.003
C13 -5.6361 2.9393 -0.0532  -0.281
Cl2 -5.9582 4.2818 -1.1225  0.040
Cl3 -7.1594 2.2125 0.4870  0.012
H25 -5.0705 2.1561 -0.5412  0.229
Cl4 -2.5476 0.7745 -0.0980  -0.009
C14 -2.0574 -0.5134 -1.2210  -0.283
Cl5 -0.6794 -1.3338 -0.5491  0.066
Cl6 -1.6999 0.1070 -2.8416  0.003
H26 -2.9137 -1.1666 -1.3325  0.231
C15 1.6416 -1.9505 -2.9452  -0.732
C16 1.6106 -3.2053 -2.1921  0.299
N1 1.5438 -4.1429 -1.5316  -0.356
H27 1.9589 -1.2526 -2.1640  0.258
H28 0.6475 -1.6412 -3.2597  0.257
H29 2.3100 -1.8339 -3.7920  0.267

Forces on atoms 1 to 3 (eV/Å):
-0.16 0.98 0.31
0.39 -0.46 -0.93
-0.41 -0.15 0.30

=====

# C16H29FNO9PS3

3 unconnected molecules or ions with the total composition C16H29FNO9PS3 in a non-equilibrium geometry (ωB97M-V/def2-TZVPD, OMol25).

Properties
multiplicity	1
SMILES	NCC1=C([PH2]=O)C(=O)C(F)=C(CCCS)C1=O.CCOS(C)(=O)=O.CCOS(C)(=O)=O
net charge	0
Kohn-Sham gap	7.16	eV

Each line ends with the natural charge from an NBO analysis.
Atoms and positions in Å:
N1 4.9150 0.2006 0.9660  -0.847
C1 5.7739 0.6204 -0.2075  -0.282
C2 5.0252 1.6194 -1.2702  0.042
C3 5.7275 2.8126 -1.8932  -0.443
P1 7.5429 3.2854 -1.5332  1.369
O1 7.7397 3.5322 0.0394  -1.048
C4 4.8469 3.7923 -2.9248  0.497
O2 5.3655 4.3043 -4.0455  -0.497
C5 3.2606 4.0113 -2.4398  0.354
F1 2.6284 5.3463 -2.5789  -0.330
C6 2.5527 2.8150 -1.8287  -0.113
C7 1.0253 3.0731 -1.3103  -0.455
C8 0.1345 1.7346 -1.0148  -0.429
C9 -0.6949 1.9254 0.4254  -0.514
S1 -1.6902 3.5467 0.4418  -0.113
C10 3.4265 1.4368 -1.7284  0.513
O3 3.0243 0.1981 -2.0163  -0.502
H1 4.6801 -0.8160 0.9587  0.379
H2 4.0704 0.8043 1.0872  0.370
H3 6.1169 -0.3453 -0.7731  0.227
H4 6.7600 1.1014 0.2589  0.257
H5 8.5307 2.3952 -2.0873  -0.024
H6 7.7567 4.5907 -2.1575  -0.013
H7 1.1020 3.7393 -0.3232  0.237
H8 0.4642 3.7275 -2.1027  0.260
H9 0.7374 0.7403 -0.8923  0.240
H10 -0.6861 1.6716 -1.8650  0.229
H11 0.0137 1.9636 1.3580  0.223
H12 -1.4778 1.0676 0.5867  0.273
H13 -0.7402 4.5373 0.8022  0.137
C11 -4.2314 -2.7924 4.3097  -0.644
C12 -4.4273 -2.1281 2.9599  -0.076
O4 -4.5992 -0.7222 3.0894  -0.710
S2 -3.3012 0.1869 3.4710  2.350
C13 -4.0288 1.7824 3.2075  -0.878
O5 -2.2692 -0.0230 2.4739  -0.944
O6 -3.0329 0.0496 4.8873  -0.922
H14 -3.3016 -2.4653 4.7835  0.224
H15 -4.1845 -3.8809 4.2058  0.217
H16 -5.0493 -2.5340 4.9902  0.216
H17 -3.5968 -2.3527 2.2823  0.193
H18 -5.3386 -2.5235 2.4968  0.203
H19 -4.2676 1.8987 2.1503  0.256
H20 -3.2985 2.5339 3.5142  0.262
H21 -4.9260 1.8678 3.8254  0.254
C14 -3.3890 -3.5741 -3.6604  -0.643
C15 -3.2070 -4.7640 -2.7371  -0.078
O7 -2.1884 -4.5267 -1.7732  -0.711
S3 -2.4988 -3.4896 -0.5546  2.345
C16 -1.0578 -3.8184 0.4251  -0.881
O8 -3.6677 -3.9500 0.1699  -0.932
O9 -2.3960 -2.1346 -1.0549  -0.921
H22 -3.7538 -2.6990 -3.1153  0.228
H23 -4.1144 -3.7990 -4.4484  0.217
H24 -2.4365 -3.2935 -4.1218  0.218
H25 -4.1475 -5.0317 -2.2439  0.194
H26 -2.8946 -5.6311 -3.3302  0.197
H27 -1.0974 -4.8449 0.7899  0.252
H28 -1.0614 -3.1195 1.2639  0.262
H29 -0.1686 -3.6526 -0.1879  0.257

Forces on atoms 1 to 3 (eV/Å):
-0.27 0.19 -1.08
0.34 -0.37 -0.13
1.66 3.76 -1.59

=====

# C16H29N3OS

C16H29N3OS in the gas phase (ωB97M-V/def2-TZVPD, OMol25).

Properties
multiplicity	1
SMILES	CCCNC(=S)N1CCC(NC(=O)C2CCCCC2)CC1
net charge	0
Kohn-Sham gap	8.78	eV

Each line ends with the natural charge from an NBO analysis.
Atoms and positions in Å:
C1 -2.8692 5.5366 1.0457  -0.618
C2 -1.4434 6.0739 1.0332  -0.401
C3 -0.4089 4.9448 1.0255  -0.220
N1 -0.4840 4.1653 -0.1967  -0.624
C4 -1.0837 2.9455 -0.2938  0.312
S1 -1.9996 2.6076 -1.6332  -0.269
N2 -0.8873 2.0580 0.7185  -0.461
C5 -1.6662 0.8370 0.7442  -0.221
C6 -0.9634 -0.2999 0.0046  -0.416
C7 0.4216 -0.5256 0.6116  -0.069
N3 1.1346 -1.5634 -0.0987  -0.620
C8 1.6272 -2.6629 0.5149  0.694
O1 1.5228 -2.8250 1.7141  -0.642
C9 2.3723 -3.6583 -0.3775  -0.316
C10 1.9331 -3.7030 -1.8429  -0.396
C11 0.4944 -4.1968 -1.9692  -0.405
C12 0.3695 -5.5906 -1.3615  -0.396
C13 0.8141 -5.5751 0.0976  -0.403
C14 2.2449 -5.0606 0.2295  -0.392
C15 1.2045 0.7903 0.5941  -0.407
C16 0.4225 1.8899 1.3206  -0.216
H1 -3.0594 4.9191 0.1710  0.222
H2 -3.0407 4.9319 1.9339  0.202
H3 -3.5834 6.3559 1.0439  0.214
H4 -1.2729 6.6906 1.9178  0.207
H5 -1.2941 6.7044 0.1533  0.195
H6 -0.5930 4.2864 1.8756  0.206
H7 0.5988 5.3683 1.1128  0.196
H8 -0.6583 4.7317 -1.0185  0.407
H9 -2.6367 1.0388 0.2890  0.246
H10 -1.8119 0.5637 1.7943  0.194
H11 -1.5616 -1.2087 0.0742  0.219
H12 -0.8681 -0.0278 -1.0491  0.219
H13 0.3261 -0.8816 1.6439  0.232
H14 1.2432 -1.4387 -1.0911  0.396
H15 3.4263 -3.3517 -0.3312  0.231
H16 2.0561 -2.7334 -2.3327  0.193
H17 2.5907 -4.4019 -2.3669  0.211
H18 -0.1800 -3.5142 -1.4473  0.198
H19 0.2018 -4.2195 -3.0215  0.209
H20 -0.6637 -5.9365 -1.4329  0.208
H21 0.9951 -6.2877 -1.9248  0.190
H22 0.1516 -4.9281 0.6755  0.206
H23 0.7474 -6.5809 0.5169  0.209
H24 2.9313 -5.7393 -0.2816  0.196
H25 2.5207 -5.0171 1.2835  0.236
H26 2.1741 0.6536 1.0745  0.221
H27 1.3705 1.0986 -0.4416  0.202
H28 0.9819 2.8222 1.2654  0.220
H29 0.2858 1.6144 2.3713  0.200

Forces on atoms 1 to 3 (eV/Å):
0.15 0.13 -0.06
-0.03 -0.33 0.07
0.14 0.37 0.26

=====

# C16H29N4NiO6P

A molecular structure, C16H29N4NiO6P (ωB97M-V/def2-TZVPD, OMol25).

Properties
multiplicity	3
net charge	0
Kohn-Sham gap (alpha / beta)	7.51 / 5.26	eV

Each line ends with the natural charge from an NBO analysis.
Atoms and positions in Å:
Ni1 -1.0680 0.2459 0.6824  0.896
O1 -0.8111 2.5397 0.8759  -0.742
C1 -1.0404 3.0127 2.2042  -0.073
C2 0.2201 2.9981 3.0624  -0.418
C3 0.9757 1.6621 3.0154  -0.437
C4 0.2105 0.4965 3.5805  0.228
C5 0.1625 0.2519 4.9490  -0.257
C6 -0.5001 -0.8703 5.4147  -0.156
C7 -1.0801 -1.7315 4.4961  -0.262
C8 -1.0033 -1.4077 3.1533  0.057
N1 -0.3846 -0.3152 2.7013  -0.509
H1 -0.0084 2.9414 0.5265  0.475
H2 -1.8041 2.3550 2.6144  0.214
H3 -1.4431 4.0299 2.1710  0.171
H4 -0.0655 3.2395 4.0892  0.214
H5 0.9022 3.7833 2.7197  0.198
H6 1.9150 1.7740 3.5604  0.216
H7 1.2038 1.4115 1.9778  0.233
H8 0.6465 0.9357 5.6352  0.216
H9 -0.5594 -1.0718 6.4765  0.218
H10 -1.5877 -2.6303 4.8172  0.224
H11 -1.4543 -2.0449 2.4010  0.212
O2 -5.1610 0.1112 1.3935  -0.532
C9 -3.9947 0.1071 1.1405  0.777
O3 -2.9545 0.6840 1.4462  -0.717
C10 -3.5451 -1.2352 -0.1528  0.768
O4 -4.5178 -1.7356 -0.6353  -0.547
O5 -2.3217 -1.2873 -0.2078  -0.704
C11 2.9749 -1.5159 -3.1376  -0.398
N2 2.4733 -0.7722 -2.0023  -0.812
C12 3.4655 0.0189 -1.2919  -0.404
P1 0.8593 -0.5056 -1.7070  2.459
O6 0.7026 -0.3139 -0.2362  -1.167
N3 0.0363 -1.8044 -2.2908  -0.814
C13 -0.5072 -1.9185 -3.6259  -0.398
C14 -0.0428 -3.0123 -1.4813  -0.405
N4 0.4257 0.8340 -2.6112  -0.809
C15 -0.9555 1.3023 -2.5911  -0.411
C16 1.1618 1.2679 -3.7812  -0.396
H12 3.7474 -2.2171 -2.8095  0.197
H13 3.4193 -0.8602 -3.8965  0.176
H14 2.1686 -2.0833 -3.5983  0.213
H15 4.2564 -0.6313 -0.9087  0.195
H16 2.9847 0.5148 -0.4524  0.231
H17 3.9251 0.7724 -1.9435  0.174
H18 -0.3695 -0.9891 -4.1768  0.205
H19 -1.5769 -2.1419 -3.5812  0.208
H20 -0.0165 -2.7257 -4.1824  0.182
H21 0.3859 -2.8153 -0.5006  0.230
H22 0.5043 -3.8350 -1.9560  0.177
H23 -1.0852 -3.3057 -1.3495  0.216
H24 -1.4579 0.9576 -1.6864  0.227
H25 -1.5227 0.9445 -3.4586  0.182
H26 -0.9744 2.3946 -2.5972  0.197
H27 2.2005 0.9495 -3.7064  0.209
H28 1.1442 2.3597 -3.8299  0.198
H29 0.7412 0.8818 -4.7182  0.176

Forces on atoms 1 to 3 (eV/Å):
-0.23 -0.21 0.03
0.08 -0.06 -0.12
0.09 0.09 0.20

=====

# C16H29NO

C16H29NO in the gas phase (ωB97M-V/def2-TZVPD, OMol25).

Properties
multiplicity	1
SMILES	CCCCCCCCNC1=CC(=O)CC(C)(C)C1
net charge	0
Kohn-Sham gap	8.74	eV

Each line ends with the natural charge from an NBO analysis.
Atoms and positions in Å:
C1 -2.5698 2.2678 4.4456  -0.607
C2 -2.0598 2.0454 3.0266  -0.388
C3 -0.5443 1.8496 2.9507  -0.396
C4 -0.0846 0.5159 3.5360  -0.400
C5 1.4361 0.3475 3.5449  -0.383
C6 2.1026 0.3797 2.1683  -0.398
C7 1.6177 -0.7281 1.2376  -0.410
C8 2.4036 -0.7357 -0.0798  -0.206
N1 1.9388 -1.7459 -0.9993  -0.579
C9 0.8167 -1.6686 -1.7683  0.315
C10 0.2369 -2.7955 -2.2497  -0.453
C11 -0.9277 -2.8020 -3.0954  0.548
O1 -1.4307 -3.8252 -3.5282  -0.581
C12 -1.5425 -1.4408 -3.3797  -0.504
C13 -0.5047 -0.3204 -3.4397  -0.026
C14 -1.2060 1.0291 -3.6136  -0.598
C15 0.4445 -0.5483 -4.6179  -0.616
C16 0.2846 -0.3126 -2.1223  -0.464
H1 -2.4022 1.3914 5.0660  0.200
H2 -2.0638 3.1155 4.9027  0.200
H3 -3.6379 2.4725 4.4337  0.211
H4 -2.5577 1.1742 2.5944  0.194
H5 -2.3288 2.9135 2.4196  0.199
H6 -0.0495 2.6666 3.4811  0.194
H7 -0.2448 1.9053 1.9022  0.194
H8 -0.4300 0.4406 4.5684  0.204
H9 -0.5457 -0.3022 2.9795  0.195
H10 1.6750 -0.6041 4.0263  0.199
H11 1.8723 1.1423 4.1549  0.201
H12 1.9321 1.3494 1.6978  0.197
H13 3.1814 0.2731 2.3092  0.202
H14 1.7310 -1.6967 1.7306  0.198
H15 0.5596 -0.5907 1.0111  0.199
H16 2.3327 0.2468 -0.5498  0.197
H17 3.4602 -0.9325 0.1234  0.201
H18 2.1919 -2.6895 -0.7392  0.385
H19 0.6478 -3.7640 -1.9983  0.213
H20 -2.2567 -1.2393 -2.5749  0.223
H21 -2.1071 -1.5021 -4.3115  0.231
H22 -1.8991 1.2156 -2.7955  0.205
H23 -1.7670 1.0457 -4.5448  0.214
H24 -0.4790 1.8386 -3.6391  0.205
H25 0.9676 -1.4953 -4.5133  0.222
H26 1.1813 0.2507 -4.6767  0.204
H27 -0.1132 -0.5685 -5.5511  0.214
H28 -0.3696 0.0323 -1.3144  0.226
H29 1.1081 0.3990 -2.2076  0.218

Forces on atoms 1 to 3 (eV/Å):
-0.01 -0.08 -0.23
0.16 0.15 0.09
-0.25 -0.30 -0.03